*a*
{"formula": "C3H7N3S2", "method": "ωB97M-V/def2-TZVPD", "elements": ["H", "C", "H", "C", "S", "C", "N", "H", "H", "H", "H", "N", "N", "H", "S"], "xyz": [[1.366, -0.004, 1.642], [1.726, 0.008, 0.588], [-2.370, 1.629, -0.526], [-0.884, 0.357, -0.260], [-3.473, -0.191, 0.358], [1.310, -1.278, -0.126], [-0.096, 1.352, -0.181], [1.668, 2.006, 0.161], [-4.022, -0.857, -0.688], [1.623, -2.176, 0.438], [1.769, -1.307, -1.112], [-2.243, 0.639, -0.485], [1.285, 1.157, -0.181], [2.845, 0.040, 0.633], [-0.504, -1.375, -0.261]], "orbital_gap_ha": 0.3240, "multiplicity": 1, "total_charge": 0}

=====

*b*
{"formula": "C3H7N3S2", "method": "ωB97M-V/def2-TZVPD", "elements": ["H", "N", "H", "S", "C", "N", "H", "H", "H", "H", "S", "H", "C", "N", "C"], "xyz": [[-1.452, 1.707, 0.569], [0.173, 0.548, 0.312], [2.901, -1.705, 0.777], [0.794, -0.976, -0.162], [-1.091, 0.712, 0.281], [2.853, 1.304, -0.453], [-3.891, 0.816, 1.165], [-4.652, -0.049, -0.221], [-3.791, 1.444, -0.515], [1.908, 1.535, -0.294], [-2.310, -0.447, -0.196], [3.512, 2.062, -0.256], [2.488, -0.804, 0.333], [3.279, 0.177, 0.177], [-3.800, 0.551, 0.094]], "orbital_gap_ha": 0.3253, "multiplicity": 1, "total_charge": 0}

=====

*a* (13.3 kcal/mol below the next structure)